(1)
ORCA calculation (wB97M-V/def2-TZVPD) on 5 unconnected molecules or ions with the total composition C45H88N6O13.

Cartesian coordinates (Å):
C1 1.70 -0.17 -0.19
C2 0.99 0.04 -1.53
C3 0.93 1.51 -1.97
C4 -0.51 2.04 -2.11
C5 -1.06 2.45 -0.75
C6 -2.33 3.33 -0.83
C7 -3.58 2.54 -0.40
C8 -4.73 3.45 0.02
C9 -5.86 2.73 0.84
C10 -5.91 1.27 0.48
C11 -5.46 0.26 1.33
C12 -5.48 -1.09 0.98
O1 -5.03 -2.05 1.85
C13 -5.96 -1.45 -0.28
C14 -6.44 -0.44 -1.12
C15 -6.43 0.90 -0.77
C16 -6.96 -0.86 -2.45
O2 -7.92 -0.34 -2.97
C17 -6.22 -2.00 -3.08
C18 -6.04 -1.94 -4.58
N1 -5.87 -0.57 -5.08
C19 -5.76 -2.96 -2.26
C20 -4.98 -4.15 -2.72
O3 -3.79 -4.30 -1.91
N2 -3.04 -3.11 -1.96
O4 -2.67 -2.80 -0.90
C21 -5.99 -2.84 -0.79
O5 -6.19 -3.80 -0.10
H1 2.10 -1.18 -0.14
H2 2.55 0.50 -0.07
H3 1.02 -0.09 0.66
H4 1.59 -0.50 -2.27
H5 0.01 -0.44 -1.51
H6 1.44 1.67 -2.92
H7 1.40 2.10 -1.19
H8 -1.11 1.21 -2.50
H9 -0.55 2.86 -2.82
H10 -1.26 1.54 -0.18
H11 -0.30 3.02 -0.21
H12 -2.44 3.71 -1.85
H13 -2.25 4.18 -0.16
H14 -3.86 1.92 -1.26
H15 -3.27 1.92 0.43
H16 -5.20 3.88 -0.87
H17 -4.30 4.24 0.62
H18 -6.83 3.13 0.57
H19 -5.62 2.87 1.89
H20 -5.07 0.51 2.32
H21 -4.08 -2.01 1.94
H22 -6.82 1.65 -1.45
H23 -6.93 -2.34 -5.07
H24 -5.16 -2.48 -4.89
H25 -6.76 -0.11 -5.21
H26 -5.26 -0.03 -4.50
H27 -5.53 -5.08 -2.61
H28 -4.66 -4.07 -3.75
C22 3.51 1.08 4.29
O6 4.12 1.88 3.29
C23 5.16 2.72 3.78
C24 6.49 2.31 3.20
N3 6.93 1.03 3.74
C25 8.09 0.46 3.06
C26 7.92 0.03 1.61
O7 7.04 -1.06 1.43
C27 5.67 -0.71 1.29
H29 2.69 0.55 3.82
H30 4.21 0.34 4.70
H31 3.12 1.70 5.10
H32 5.19 2.72 4.87
H33 4.93 3.74 3.45
H34 7.24 3.07 3.44
H35 6.38 2.28 2.10
H36 6.17 0.37 3.67
H37 8.39 -0.42 3.63
H38 8.92 1.17 3.13
H39 8.90 -0.31 1.26
H40 7.64 0.87 0.96
H41 5.54 0.26 0.80
H42 5.16 -0.72 2.25
H43 5.20 -1.48 0.67
C28 -8.43 -1.05 8.08
O8 -7.76 -2.10 7.40
C29 -8.52 -3.30 7.29
C30 -8.83 -3.59 5.84
N4 -9.79 -2.62 5.31
C31 -9.99 -2.70 3.87
C32 -8.80 -2.34 2.97
O9 -8.42 -0.98 3.04
C33 -7.49 -0.66 4.06
H44 -7.73 -0.23 8.18
H45 -9.30 -0.70 7.51
H46 -8.75 -1.37 9.07
H47 -9.43 -3.24 7.89
H48 -7.90 -4.11 7.68
H49 -9.26 -4.59 5.76
H50 -7.89 -3.57 5.28
H51 -9.47 -1.69 5.54
H52 -10.81 -2.02 3.62
H53 -10.33 -3.71 3.61
H54 -9.12 -2.51 1.94
H55 -7.94 -2.99 3.14
H56 -6.81 -1.49 4.26
H57 -7.99 -0.35 4.98
H58 -6.90 0.18 3.70
C34 11.40 -7.15 -1.10
O10 10.21 -7.32 -0.36
C35 10.19 -6.61 0.87
C36 9.13 -5.52 0.85
N5 9.50 -4.45 -0.06
C37 8.44 -3.47 -0.30
C38 7.19 -3.95 -1.03
O11 7.42 -4.32 -2.38
C39 7.80 -5.67 -2.59
H59 11.34 -7.80 -1.97
H60 11.52 -6.11 -1.45
H61 12.27 -7.44 -0.51
H62 11.17 -6.18 1.10
H63 9.94 -7.33 1.66
H64 9.01 -5.12 1.86
H65 8.18 -6.00 0.56
H66 9.78 -4.85 -0.94
H67 8.88 -2.66 -0.89
H68 8.13 -3.04 0.66
H69 6.50 -3.11 -1.07
H70 6.67 -4.76 -0.50
H71 7.36 -6.34 -1.84
H72 8.89 -5.79 -2.58
H73 7.45 -5.97 -3.57
C40 1.85 5.89 -7.59
O12 2.57 6.75 -6.73
C41 1.85 7.90 -6.31
C42 1.60 7.85 -4.81
N6 0.65 6.80 -4.47
C43 0.52 6.55 -3.04
C44 1.73 5.98 -2.31
O13 2.07 4.67 -2.71
C45 2.96 4.57 -3.81
H74 2.53 5.10 -7.91
H75 1.00 5.43 -7.07
H76 1.49 6.43 -8.47
H77 0.91 7.99 -6.85
H78 2.46 8.77 -6.53
H79 1.20 8.82 -4.49
H80 2.57 7.70 -4.32
H81 0.93 5.94 -4.93
H82 -0.31 5.84 -2.92
H83 0.21 7.48 -2.55
H84 1.46 5.91 -1.25
H85 2.60 6.64 -2.36
H86 3.65 5.42 -3.85
H87 2.42 4.50 -4.76
H88 3.53 3.65 -3.69

The HOMO-LUMO gap comes out at 7.8 eV. For the total energy, the calculation gives -3073.7521 a.u. The HOMO energy comes out at -8.48 eV.


(2)
ORCA calculation (wB97M-V/def2-TZVPD) on 2 unconnected molecules or ions with the total composition C4H12N2O.

Cartesian coordinates (Å):
C1 -0.62 0.53 1.75
C2 0.19 1.03 0.81
N1 1.38 1.71 1.12
C3 -0.04 0.82 -0.66
C4 0.89 -0.24 -1.25
N2 0.63 -1.56 -0.67
H1 -0.36 0.70 2.79
H2 -1.50 -0.03 1.48
H3 1.55 2.51 0.52
H4 1.41 1.99 2.08
H5 0.14 1.77 -1.17
H6 -1.07 0.55 -0.84
H7 1.93 0.07 -1.08
H8 0.71 -0.30 -2.33
H9 0.80 -1.55 0.34
H10 1.28 -2.25 -1.04
O1 -2.21 -1.70 -0.88
H11 -2.55 -1.98 0.00
H12 -1.25 -1.77 -0.83

The HOMO-LUMO gap comes out at 9.5 eV. For the total energy, the calculation gives -344.3481 a.u. The HOMO energy comes out at -8.50 eV. The calculation puts the energy above the lowest of the compared OMol25 structures with the same formula, charge and spin at 23.2 kcal per mole.


(3)
ORCA calculation (wB97M-V/def2-TZVPD) on C3H4O2 in the gas phase.

Cartesian coordinates (Å):
O1 2.62 -0.40 -0.16
C1 1.62 0.20 0.12
C2 0.16 0.17 -0.23
C3 -0.81 -0.68 0.06
O2 -2.12 -0.47 -0.08
H1 1.61 1.24 0.71
H2 -0.29 1.12 -0.55
H3 -0.45 -1.58 0.63
H4 -2.34 0.41 -0.51

The HOMO-LUMO gap comes out at 10.0 eV. For the total energy, the calculation gives -267.1201 a.u. The HOMO energy comes out at -9.53 eV. The calculation puts the energy above the lowest of the compared OMol25 structures with the same formula, charge and spin at 45.6 kcal per mole.